69
Properties=species:S:1:pos:R:3 method="wB97M-V/def2-TZVPD" s_squared=0.775 e_lumo_ev="-3.34 / -3.54" energy_ev=-79344.81206 multiplicity=2 total_charge=+1
Mn -1.1283 -0.3723 -0.1318
C 0.7113 -1.3678 4.9147
N -0.1518 -1.3372 3.7120
C -0.4134 -0.3416 2.8660
N -1.0197 -0.8375 1.7884
C -1.0891 -2.1733 2.0357
N -0.5646 -2.5138 3.1742
C 1.8066 -0.3344 4.8790
C 2.0912 0.3771 6.0369
C 3.0897 1.3432 6.0445
C 3.7527 1.6605 4.8755
C 3.4408 0.9784 3.6992
C 2.5091 -0.0502 3.7135
C 3.9474 1.5032 2.4328
N 4.4683 2.6648 2.2461
N 4.5183 2.8587 0.8774
C 4.0268 1.7983 0.3406
O 3.6595 0.8745 1.2650
C 3.6199 1.6280 -1.0585
C 3.9331 0.5263 -1.8491
C 3.4152 0.4424 -3.1316
C 2.5176 1.3973 -3.5986
C 2.1690 2.4682 -2.7893
C 0.9722 3.3480 -3.0616
N -0.0514 2.9417 -2.0669
C -0.4259 1.6829 -1.8773
N -0.7535 1.4928 -0.6114
C -0.5718 2.7345 -0.0390
N -0.1275 3.6169 -0.8836
C 2.7725 2.6083 -1.5474
H 1.0941 -2.3873 4.9248
H 0.0948 -1.2287 5.8008
H -0.1232 0.6735 3.0433
H -1.5063 -2.8667 1.3246
H 1.5370 0.1693 6.9442
H 3.3195 1.8740 6.9579
H 4.4825 2.4575 4.8437
H 2.2965 -0.5846 2.7941
H 4.5819 -0.2524 -1.4707
H 3.6816 -0.3948 -3.7624
H 2.0675 1.2816 -4.5777
H 0.5543 3.2369 -4.0596
H 1.1718 4.3986 -2.8675
H -0.4257 0.9112 -2.6349
H -0.7770 2.9767 0.9846
H 2.5219 3.4477 -0.9103
O -0.0531 -1.1941 -0.8271
C -2.5471 -3.8315 -2.4299
N -2.8792 -2.8523 -3.4494
C -2.2024 -3.1482 -4.6982
C -2.5773 -1.5004 -3.0072
C -3.4597 -1.0809 -1.8545
C -4.8362 -1.1691 -2.0504
C -5.7316 -0.7986 -1.0597
C -5.2649 -0.3284 0.1579
C -3.8989 -0.2429 0.3768
C -2.9919 -0.6134 -0.6192
H -2.7960 -4.8286 -2.7903
H -3.1268 -3.6429 -1.5258
H -1.4743 -3.8170 -2.1712
H -2.4733 -4.1485 -5.0332
H -1.1039 -3.1047 -4.6030
H -2.5111 -2.4373 -5.4651
H -2.7518 -0.8278 -3.8528
H -1.5154 -1.4048 -2.7352
H -5.1990 -1.5499 -2.9969
H -6.7964 -0.8776 -1.2352
H -5.9578 -0.0425 0.9383
H -3.5470 0.1109 1.3408